Here is a cluster of 16 separate species, C88H212N12O24 in total at a distorted geometry from OMol25. Energies are from the ωB97M-V functional and the def2-TZVPD basis.

Each line ends with the Mulliken charge.
Atoms and positions in Å:
C 3.567 5.812 4.500  -1.2426
C 4.294 4.882 5.387  -0.4237
N 3.662 3.634 5.915  1.1396
C 4.602 3.075 6.910  -1.2862
C 2.307 3.759 6.542  -0.2397
C 1.802 2.518 7.288  -1.0712
C 3.427 2.690 4.786  -0.9367
C 4.725 2.156 4.178  -0.4496
O 5.083 3.060 3.131  -0.1805
C 6.270 2.676 2.456  -0.8294
H 3.488 5.495 3.475  0.2221
H 4.243 6.717 4.406  0.3634
H 2.576 6.125 4.871  0.3655
H 4.632 5.373 6.303  0.5888
H 5.138 4.551 4.817  0.2802
H 4.709 3.705 7.777  0.4094
H 5.602 3.151 6.553  0.6171
H 4.350 2.065 7.130  0.3661
H 1.604 3.983 5.713  0.3158
H 2.331 4.621 7.218  0.4575
H 0.710 2.591 7.446  0.4067
H 2.252 2.354 8.261  0.3918
H 1.955 1.643 6.687  0.0617
H 2.766 3.114 4.053  0.6570
H 3.036 1.803 5.211  -0.0504
H 4.499 1.147 3.773  -0.3541
H 5.457 2.019 4.904  0.7971
H 6.314 3.201 1.469  0.2405
H 6.314 1.594 2.331  0.2357
H 7.202 2.893 3.008  0.3289
C -2.421 -8.913 3.202  -1.7185
C -2.371 -7.888 2.063  0.6965
N -1.454 -8.200 0.966  1.9156
C -0.058 -8.088 1.476  -1.5852
C -1.744 -9.600 0.450  -0.5263
C -0.767 -10.153 -0.570  -1.3136
C -1.593 -7.205 -0.161  1.1769
C -2.779 -7.351 -1.082  -1.9055
O -3.994 -7.299 -0.453  -0.1565
C -5.080 -7.830 -1.223  -0.9740
H -1.485 -8.966 3.688  0.4199
H -2.724 -9.873 2.772  0.4615
H -3.135 -8.556 3.945  0.4414
H -2.153 -6.889 2.395  -0.5221
H -3.383 -7.813 1.582  0.2083
H 0.657 -8.456 0.773  0.4667
H -0.017 -8.648 2.406  0.4053
H 0.124 -7.040 1.695  0.2880
H -2.798 -9.536 0.188  0.5178
H -1.644 -10.323 1.323  0.3996
H -0.965 -11.130 -1.029  0.3924
H 0.136 -10.456 0.010  0.3951
H -0.473 -9.405 -1.352  0.1359
H -0.664 -7.292 -0.765  -0.1376
H -1.638 -6.214 0.365  -0.7813
H -2.674 -8.262 -1.640  0.7749
H -2.648 -6.557 -1.783  0.4918
H -5.961 -7.759 -0.574  0.2834
H -4.915 -8.892 -1.330  0.3481
H -5.156 -7.392 -2.211  0.2770
C 0.354 -2.150 5.221  -0.5634
C 1.196 -3.263 5.767  -1.1871
N 1.502 -4.396 4.890  0.8293
C 2.532 -5.144 5.648  -0.7181
C 0.354 -5.165 4.445  0.4580
C -0.592 -5.665 5.513  -1.6059
C 2.182 -3.861 3.665  0.4093
C 2.453 -4.874 2.616  0.3955
O 3.010 -6.159 2.895  -0.5246
C 3.611 -6.630 1.684  -0.7872
H -0.670 -2.565 5.162  0.3378
H 0.692 -1.761 4.270  -0.1539
H 0.446 -1.281 5.907  0.5942
H 0.664 -3.720 6.564  0.6784
H 2.146 -2.946 6.215  0.3891
H 2.170 -5.641 6.513  0.5177
H 3.309 -4.462 5.997  0.2402
H 3.010 -5.910 4.996  0.1976
H 0.816 -6.037 3.937  0.1922
H -0.203 -4.530 3.691  -0.4491
H -1.478 -6.079 4.939  0.2625
H -1.070 -4.934 6.206  0.3749
H -0.210 -6.537 6.092  0.3782
H 3.084 -3.374 3.948  0.2752
H 1.507 -3.180 3.159  -0.9636
H 3.052 -4.254 1.948  0.2542
H 1.542 -5.035 2.033  -0.2962
H 2.935 -6.623 0.822  0.1246
H 3.974 -7.648 1.894  0.4340
H 4.420 -6.004 1.347  0.3648
C -5.951 7.850 2.425  -1.1031
C -4.958 7.086 1.517  -0.6243
N -3.747 6.594 2.243  0.7523
C -4.188 5.723 3.292  -0.6882
C -2.890 5.809 1.244  -0.0114
C -2.565 6.608 -0.021  -1.2243
C -2.927 7.691 2.786  -1.1473
C -1.575 7.239 3.351  -0.2848
O -0.624 7.295 2.241  -0.3785
C 0.505 6.398 2.391  -0.5733
H -6.473 7.189 3.129  0.3253
H -6.613 8.242 1.707  0.4874
H -5.476 8.696 2.958  0.3268
H -4.565 7.827 0.818  0.3099
H -5.366 6.231 0.964  0.4112
H -5.265 5.405 3.183  0.3761
H -4.128 6.166 4.285  0.2595
H -3.571 4.846 3.456  0.1325
H -3.504 4.911 1.069  1.0662
H -2.013 5.447 1.724  -0.3666
H -1.789 6.118 -0.572  -0.1372
H -2.194 7.580 0.133  0.2375
H -3.426 6.804 -0.682  0.4375
H -3.549 8.240 3.456  0.6099
H -2.667 8.317 1.889  0.4054
H -1.543 6.250 3.809  0.1176
H -1.239 7.992 4.082  0.5186
H 1.326 6.696 2.979  0.6581
H 0.916 6.378 1.394  0.1906
H 0.118 5.420 2.711  -0.0497
C -3.384 -2.834 -0.975  0.1239
C -3.231 -3.420 -2.388  -0.7565
N -3.223 -2.533 -3.608  1.6160
C -1.914 -1.815 -3.545  -1.0693
C -3.149 -3.356 -4.834  -0.5315
C -4.357 -4.164 -5.238  -1.3806
C -4.410 -1.567 -3.656  -1.3774
C -4.285 -0.212 -3.035  0.0204
O -3.690 0.597 -3.987  -0.5056
C -3.069 1.717 -3.489  -0.4649
H -4.373 -2.308 -0.967  -0.1212
H -2.553 -2.176 -0.682  -0.3011
H -3.323 -3.722 -0.314  0.4106
H -3.890 -4.253 -2.578  0.7972
H -2.289 -3.882 -2.410  -0.6972
H -1.760 -1.159 -4.353  1.1549
H -1.096 -2.535 -3.517  -0.4436
H -1.906 -1.266 -2.587  -0.1110
H -2.285 -3.956 -4.650  0.2279
H -2.946 -2.645 -5.623  0.5500
H -5.315 -3.571 -5.205  0.2744
H -4.484 -5.119 -4.723  0.3032
H -4.200 -4.329 -6.312  0.5131
H -5.170 -2.103 -3.061  0.3981
H -4.674 -1.466 -4.689  0.6657
H -3.727 -0.298 -2.077  -0.3513
H -5.291 0.065 -2.814  0.8808
H -2.616 2.296 -4.294  0.1640
H -2.376 1.324 -2.744  0.0467
H -3.828 2.362 -3.050  0.5020
C -5.427 0.001 0.942  -0.3662
C -6.476 -0.133 2.058  -0.6988
N -6.030 -0.755 3.471  0.4520
C -5.182 0.202 4.206  -1.4662
C -7.318 -1.010 4.195  -0.2375
C -7.262 -1.308 5.609  -1.3681
C -5.171 -1.979 3.134  -0.1868
C -5.762 -3.247 2.600  -0.6632
O -6.675 -3.007 1.559  -0.1649
C -7.344 -4.212 1.195  -0.8711
H -4.654 0.736 1.226  0.2252
H -5.790 0.311 0.002  0.6882
H -4.841 -0.915 0.828  -0.5145
H -7.232 -0.789 1.656  0.4709
H -7.025 0.796 2.320  0.6580
H -5.799 1.074 4.462  0.3414
H -4.341 0.483 3.601  0.7654
H -4.972 -0.202 5.191  0.4028
H -7.785 -1.754 3.595  0.4150
H -7.897 -0.061 4.134  0.3760
H -6.969 -0.577 6.393  0.3426
H -6.539 -2.135 5.811  0.3228
H -8.234 -1.606 6.026  0.3823
H -4.657 -2.217 4.080  0.4354
H -4.397 -1.595 2.456  -0.1740
H -6.371 -3.800 3.373  0.5896
H -4.911 -3.871 2.335  0.0579
H -6.614 -5.049 1.095  0.2822
H -7.885 -4.097 0.262  0.2871
H -8.125 -4.511 1.930  0.3274
C 0.531 0.987 -5.700  -0.9908
C 1.258 1.695 -4.545  0.9288
N 2.363 2.583 -5.006  0.9581
C 1.817 3.794 -5.596  -0.7454
C 3.110 3.025 -3.763  -0.5786
C 3.906 1.965 -2.945  -1.0584
C 3.299 1.896 -5.955  -0.7763
C 4.547 2.620 -6.437  -1.0942
O 5.558 2.455 -5.488  -0.1750
C 6.841 2.936 -5.766  -0.8664
H -0.565 0.975 -5.370  -0.3411
H 0.947 -0.015 -5.892  0.3582
H 0.379 1.581 -6.604  0.6352
H 1.664 0.954 -3.880  -0.6671
H 0.615 2.357 -3.921  -0.0485
H 2.622 4.552 -5.796  0.4612
H 1.025 4.165 -4.940  0.0528
H 1.414 3.484 -6.581  0.3720
H 2.289 3.535 -3.251  0.4225
H 3.725 3.817 -4.132  0.6120
H 4.750 1.592 -3.553  0.2363
H 3.289 1.072 -2.731  -0.2515
H 4.267 2.400 -2.067  0.8554
H 2.627 1.625 -6.795  0.7037
H 3.711 1.031 -5.454  0.4070
H 4.391 3.677 -6.758  0.4049
H 4.718 2.136 -7.452  0.4467
H 7.401 2.200 -6.390  0.3061
H 7.399 2.996 -4.849  0.2779
H 6.911 3.941 -6.258  0.3260
C -0.062 -6.381 -6.627  -1.6067
C 0.995 -5.425 -6.122  0.2594
N 2.329 -6.009 -5.695  0.8495
C 2.033 -7.267 -4.820  -1.4133
C 3.124 -6.459 -6.861  -0.6522
C 3.307 -5.435 -7.946  -1.3083
C 3.095 -5.049 -4.828  0.4101
C 4.626 -5.131 -4.761  -1.2533
O 5.089 -6.240 -3.978  -0.3642
C 5.368 -5.920 -2.649  -0.4855
H -0.270 -7.084 -5.823  0.2807
H 0.114 -6.875 -7.551  0.3341
H -0.920 -5.755 -6.804  0.4689
H 0.671 -4.871 -5.197  -0.3698
H 1.184 -4.703 -6.917  0.6171
H 1.520 -8.063 -5.366  0.4143
H 1.338 -6.928 -4.026  0.5367
H 3.006 -7.550 -4.458  0.4755
H 2.625 -7.386 -7.085  0.5890
H 4.100 -6.770 -6.583  0.5461
H 3.869 -4.565 -7.613  0.3165
H 2.436 -5.141 -8.464  0.3985
H 3.916 -5.942 -8.692  0.4137
H 2.697 -5.249 -3.830  -0.1721
H 2.808 -4.028 -5.072  0.1386
H 4.888 -4.165 -4.299  0.3620
H 5.134 -5.107 -5.721  0.4580
H 5.723 -4.854 -2.521  0.2654
H 6.175 -6.665 -2.390  0.2990
H 4.512 -6.113 -1.970  0.1273
C 2.080 2.790 0.907  -1.2084
C 2.581 1.450 0.497  0.7152
N 1.604 0.247 0.764  1.3619
C 1.454 0.254 2.311  0.4239
C 0.288 0.618 0.107  -0.7856
C -0.833 -0.453 0.269  0.7006
C 2.083 -1.029 0.223  0.4124
C 3.582 -1.380 0.345  -1.7630
O 3.780 -1.621 1.684  0.5607
C 5.127 -1.799 2.160  -0.6784
H 1.302 2.833 1.686  -0.5246
H 1.551 3.195 0.071  0.5403
H 2.933 3.441 1.161  0.4883
H 3.509 1.174 0.966  0.8077
H 2.819 1.407 -0.577  -0.7509
H 2.432 0.108 2.793  0.0977
H 0.861 -0.567 2.602  -0.5665
H 0.931 1.107 2.631  -0.2484
H 0.560 0.716 -0.971  0.1888
H 0.014 1.582 0.532  0.3155
H -0.489 -1.383 -0.253  -0.7677
H -1.706 -0.095 -0.298  0.6486
H -1.200 -0.809 1.233  -0.0120
H 1.774 -1.056 -0.805  -0.0510
H 1.581 -1.840 0.740  -0.5931
H 4.154 -0.556 -0.122  0.5045
H 3.698 -2.248 -0.295  0.7037
H 5.740 -2.314 1.411  0.5316
H 5.063 -2.351 3.111  0.0148
H 5.530 -0.799 2.347  -0.2059
C 2.520 7.991 -2.182  -0.8293
C 2.386 9.503 -2.150  -0.4890
N 0.987 10.042 -2.402  0.6030
C 0.242 9.669 -1.183  -0.8176
C 0.977 11.534 -2.569  -0.5038
C 1.792 11.964 -3.823  -1.2876
C 0.427 9.305 -3.639  -0.1544
C -0.760 9.989 -4.296  -1.1800
O -1.762 10.033 -3.319  -0.1609
C -3.050 10.420 -3.992  -0.8772
H 2.488 7.679 -3.204  0.3236
H 1.697 7.473 -1.688  -0.1110
H 3.444 7.734 -1.714  0.5377
H 3.027 9.967 -2.897  0.2792
H 2.746 9.900 -1.179  0.4092
H 0.262 8.597 -0.930  -0.0082
H -0.776 10.023 -1.282  0.4447
H 0.674 10.191 -0.267  0.3668
H 1.268 11.873 -1.592  0.5145
H -0.067 11.751 -2.754  0.4276
H 2.876 11.850 -3.731  0.3748
H 1.573 13.009 -3.997  0.4355
H 1.542 11.433 -4.737  0.3308
H 0.187 8.300 -3.240  -0.2655
H 1.241 9.396 -4.326  0.5950
H -0.929 9.356 -5.198  0.5280
H -0.504 11.046 -4.562  0.4567
H -2.902 11.472 -4.328  0.2985
H -3.866 10.314 -3.300  0.2538
H -3.209 9.795 -4.880  0.3418
N 1.557 -1.921 -4.072  0.7694
O 0.860 -1.205 -3.274  0.1608
O 1.054 -2.326 -5.129  -0.8151
O 2.718 -2.154 -3.727  -0.7244
N -1.744 -3.643 1.759  -0.6658
O -2.650 -2.797 1.624  0.2995
O -2.017 -4.810 2.028  -0.0916
O -0.485 -3.363 1.695  0.3454
C -1.772 5.490 -3.436  -1.0974
C -0.422 5.655 -2.853  0.5830
O 0.512 4.914 -3.201  -0.9049
O -0.370 6.640 -2.068  -0.2874
H -2.341 4.791 -2.771  0.0652
H -1.754 4.962 -4.353  0.4977
H -2.393 6.375 -3.501  0.2301
C 5.011 -1.506 6.393  -1.4834
C 3.956 -0.634 5.709  -0.0516
O 3.425 -1.107 4.715  0.2614
O 3.705 0.409 6.345  -0.4952
H 5.619 -0.931 7.119  0.4172
H 5.579 -2.031 5.616  0.2872
H 4.476 -2.189 7.053  0.3049
C 0.789 -4.167 -1.245  0.2345
C 0.178 -5.286 -2.031  0.3206
O -0.830 -5.082 -2.773  -0.8467
O 0.681 -6.406 -1.873  -0.9252
H 0.835 -3.258 -1.894  -0.2742
H 1.736 -4.549 -0.869  0.4520
H 0.113 -3.893 -0.417  -0.3303
C -0.846 1.719 4.474  -0.7809
C -1.258 2.630 3.325  0.5137
O -1.556 3.822 3.594  -0.7587
O -1.227 2.087 2.220  -0.7707
H -0.593 0.716 4.222  -0.1744
H -1.611 1.820 5.250  0.6381
H 0.059 2.004 5.104  0.0962

Summary:
Net charge = +4
Frontier orbital gap = 8.395 eV
HOMO = -14.06 eV
F_max = 0.0826 hartree/bohr
LUMO level = -5.668 eV

***

Here is a cluster of 2 separate species, CH3FNO in total at a distorted geometry from OMol25. Energies are from the ωB97M-V functional and the def2-TZVPD basis.

Each line ends with the Mulliken charge.
Atoms and positions in Å:
C 0.603 0.071 0.061  -0.5342
N -0.776 0.171 0.534  0.0223
O -1.352 1.190 -0.132  -0.5247
F -1.396 -1.362 -0.240  -0.6189
H 1.010 1.090 -0.190  0.2657
H 1.323 -0.483 0.847  0.1811
H 0.590 -0.677 -0.879  0.2086

Summary:
Net charge = -1
Frontier orbital gap = 7.942 eV
HOMO = -3.13 eV
F_max = 0.0892 hartree/bohr
LUMO level = 4.816 eV

***

Which of these has the lowest net charge?
CH3FNO